(1)
DFT (wB97M-V/def2-TZVPD) results for a cluster of 4 separate species, C16H44N4O4 in total at a distorted geometry.

Each line ends with the Löwdin charge.
Element x y z (Å)
C (-11.60336, -14.68255, -8.29004)  0.037
C (-10.15406, -14.24160, -7.90170)  -0.345
C (-9.06715, -15.24416, -8.17265)  -0.111
O (-9.04581, -15.43494, -9.61981)  -0.232
C (-8.07725, -16.30560, -10.07837)  -0.094
N (-9.88058, -13.01299, -8.51183)  0.314
H (-12.30270, -13.86139, -8.13283)  0.083
H (-12.02877, -15.43721, -7.62852)  0.106
H (-11.57417, -15.04330, -9.31820)  0.069
H (-10.15152, -13.84301, -6.88719)  0.168
H (-9.14607, -16.16498, -7.59476)  0.148
H (-8.14158, -14.73529, -7.90346)  0.126
H (-7.10743, -15.84496, -9.89031)  0.092
H (-8.11712, -16.55765, -11.13808)  0.094
H (-8.10802, -17.25209, -9.53863)  0.099
H (-9.91592, -13.08420, -9.51870)  0.102
H (-10.60025, -12.34570, -8.27329)  0.059
C (-12.65772, -8.65956, -7.97118)  -0.039
C (-12.63721, -10.05434, -7.24350)  -0.399
C (-14.02707, -10.75430, -7.19987)  -0.158
O (-15.07571, -9.91216, -6.69854)  -0.155
C (-14.92910, -9.52302, -5.39866)  -0.156
N (-11.59319, -10.76933, -7.92757)  0.020
H (-12.92599, -8.76783, -9.02209)  0.081
H (-11.68550, -8.17937, -8.08212)  0.075
H (-13.30127, -7.95198, -7.44840)  0.079
H (-12.35572, -9.89973, -6.20189)  0.131
H (-13.86832, -11.63825, -6.58218)  0.120
H (-14.26095, -10.95263, -8.24584)  0.129
H (-14.07401, -8.91954, -5.09413)  0.084
H (-14.97274, -10.33364, -4.67127)  0.094
H (-15.76726, -8.85467, -5.20146)  0.102
H (-10.67186, -10.41573, -7.71256)  0.098
H (-11.70361, -10.68518, -8.92798)  0.092
C (-3.53868, -14.22031, -9.15796)  -0.066
C (-2.76833, -13.72380, -7.83725)  -0.425
C (-3.68437, -13.65217, -6.61806)  -0.224
O (-4.73190, -12.71180, -6.70076)  -0.175
C (-5.72164, -12.90649, -5.68689)  -0.097
N (-1.76575, -14.71841, -7.69346)  0.019
H (-3.01216, -14.29308, -10.10958)  0.074
H (-4.18613, -13.35424, -9.29514)  0.055
H (-4.16864, -15.08146, -8.93505)  0.063
H (-2.38269, -12.74926, -8.13670)  0.139
H (-3.11036, -13.48340, -5.70694)  0.128
H (-3.92387, -14.71114, -6.52146)  0.119
H (-6.37968, -13.71007, -6.01755)  0.069
H (-6.32923, -12.00433, -5.75793)  0.081
H (-5.37663, -12.98233, -4.65572)  0.094
H (-1.05491, -14.62850, -8.40530)  0.083
H (-2.28609, -15.56350, -7.88100)  0.066
C (-9.34656, -12.91532, -12.19708)  -0.051
C (-10.43782, -13.86590, -12.68639)  -0.431
C (-9.93404, -14.97104, -13.74437)  -0.118
O (-10.99675, -15.89635, -14.11744)  -0.172
C (-11.71868, -15.37600, -15.14725)  -0.163
N (-11.04419, -14.32886, -11.51176)  0.044
H (-8.61139, -13.36341, -11.52861)  0.072
H (-9.82878, -12.08172, -11.68653)  0.075
H (-8.74291, -12.56331, -13.03362)  0.085
H (-11.27805, -13.41256, -13.21231)  0.128
H (-9.24482, -15.58667, -13.16639)  0.110
H (-9.46919, -14.51473, -14.61833)  0.126
H (-11.91371, -14.30360, -15.14341)  0.084
H (-12.63512, -15.92315, -15.36830)  0.101
H (-11.09287, -15.37942, -16.03970)  0.088
H (-11.40575, -15.24814, -11.72226)  0.092
H (-10.30278, -14.64077, -10.90092)  0.014

Atomic forces in eV per Å
C -0.55 0.11 0.02
C 0.25 0.08 1.74
C 0.77 0.24 -1.59
O -1.74 0.68 1.39
C 1.78 -0.89 0.41
N -1.61 -0.92 -2.42
H 0.14 0.24 -0.54
H 0.77 -0.33 0.20
H -0.27 0.26 0.20
H -0.20 -1.29 0.95
H -0.28 -0.11 -0.22
H 0.35 -0.27 0.18
H 0.39 -0.16 -0.09
H -0.62 0.49 -0.01
H -0.04 -0.16 0.09
H 1.22 0.09 -1.08
H -0.51 1.81 1.23
C -0.50 -0.15 0.62
C -0.33 2.67 -0.14
C 0.78 1.21 -0.44
O 1.39 -1.09 -1.92
C -0.77 0.98 2.09
N 0.57 -2.36 -0.23
H -0.73 -0.18 0.03
H 0.35 -0.27 0.68
H -0.20 0.00 -0.34
H 0.36 -0.02 -0.04
H -0.47 -0.37 -0.09
H -0.45 -0.49 0.17
H 0.61 0.03 -0.65
H -0.10 -0.43 -0.05
H -0.17 -0.16 0.14
H -0.03 0.43 0.21
H -0.17 0.22 -0.25
C -1.42 2.61 1.41
C -1.05 0.21 -3.31
C 1.18 -0.57 0.02
O 0.08 -0.73 0.31
C -0.37 0.99 -1.37
N 1.10 -0.61 1.68
H 0.62 -0.32 0.52
H -0.84 -0.18 -0.55
H 0.15 -0.22 -0.10
H 0.36 0.09 0.49
H 0.41 0.35 -0.01
H -1.31 -0.26 0.21
H 0.07 -0.53 0.51
H -0.05 0.11 0.23
H 0.36 -0.36 -0.15
H 0.00 -0.01 0.01
H 0.67 -0.60 0.10
C 0.08 0.32 -1.43
C 0.54 0.32 -2.40
C -0.94 -0.48 2.15
O 1.46 0.92 2.13
C -0.39 0.85 -2.72
N -0.23 -2.23 1.73
H -0.23 -0.48 0.17
H 0.15 0.20 -0.08
H -0.11 0.45 0.01
H 0.44 0.96 -0.35
H 0.43 -0.12 -0.38
H 0.01 0.00 -0.01
H -0.55 0.24 0.97
H 0.12 -0.06 0.37
H 0.06 -0.59 -0.60
H -1.20 -0.28 -0.17
H 0.43 0.12 0.36

The value obtained for the energy is -31443.0615 eV. The HOMO energy (alpha / beta) comes out at -10.72 / -10.72 eV. The value obtained for the orbital gap (alpha / beta) is 8.291 / 2.908 eV. Its energy relative to the best compared isomer or geometry (same formula, charge and spin) is 0.419 eV. Its spin multiplicity is 2. The net charge is +1.



(2)
DFT (wB97M-V/def2-TZVPD) results for a cluster of 2 separate species, C6H12N3 in total at a distorted geometry.

Each line ends with the Löwdin charge.
Element x y z (Å)
C (3.92261, -1.18035, 0.37256)  0.053
C (2.99245, -0.20181, 0.34356)  -0.130
C (1.51688, -0.38159, 0.30990)  -0.138
C (-1.57193, -0.66460, -1.12505)  0.118
C (0.46023, 2.56398, -0.77457)  -0.014
C (-3.06489, -0.68434, 0.80269)  0.001
N (0.41184, 1.65670, 0.11696)  -0.062
N (-2.21081, -1.26726, -0.22752)  -0.022
N (0.48526, 0.37064, 0.18619)  -0.043
H (4.92572, -1.02113, 0.47675)  0.028
H (3.65016, -2.26335, 0.07772)  0.104
H (3.33967, 0.78922, 0.22395)  0.083
H (1.14526, -1.39716, 0.35048)  0.097
H (-1.69280, 0.38693, -1.25741)  0.103
H (0.49290, 2.41777, -1.83804)  0.056
H (-0.85548, -1.22701, -1.79378)  0.152
H (-0.06046, 3.56097, -0.57440)  0.098
H (-4.08796, -0.64798, 0.35337)  0.124
H (-2.68705, 0.21630, 1.20360)  0.081
H (-2.95923, -1.45035, 1.67967)  0.146
H (-2.12843, -2.26134, -0.11657)  0.163

Atomic forces in eV per Å
C -4.15 -1.99 -1.39
C -0.26 -0.49 -0.15
C 0.27 -1.30 -0.46
C 1.94 -0.57 -1.24
C -2.48 0.28 0.22
C -0.91 -2.73 1.05
N 0.18 2.69 1.11
N -0.28 -0.25 0.63
N 0.61 -0.54 -1.39
H 2.42 0.78 0.07
H 0.23 1.69 1.19
H 0.32 1.16 0.59
H 0.53 -0.49 0.25
H -0.09 0.59 -0.01
H 0.76 -0.68 -0.69
H -1.13 0.64 0.77
H 1.48 -1.16 0.49
H 0.70 0.17 0.95
H 0.34 1.24 -0.14
H -0.82 1.44 -1.54
H 0.34 -0.48 -0.31

The value obtained for the energy is -10875.7610 eV. The HOMO energy comes out at -11.91 eV. The value obtained for the orbital gap is 7.497 eV. Its energy relative to the best compared isomer or geometry (same formula, charge and spin) is 5.556 eV. The net charge is +1.



(3)
DFT (wB97M-V/def2-TZVPD) results for a cluster of 4 separate species, C25H47BF5INO11S in total at a distorted geometry.

Each line ends with the Löwdin charge.
Element x y z (Å)
C (5.45124, 0.57617, 1.92510)  0.051
C (5.51877, 0.67646, 0.58211)  -0.101
C (4.52576, 1.49232, -0.27202)  -0.205
C (4.99619, 2.16540, -1.60926)  -0.192
S (6.03863, 1.23583, -2.77601)  0.792
O (7.27839, 0.75416, -2.18283)  -0.257
O (6.42784, 2.18195, -3.81403)  -0.262
C (5.19585, -0.18087, -3.63494)  -0.400
F (5.03112, 0.15807, -4.94243)  0.118
F (4.00732, -0.50767, -3.03287)  0.101
C (6.10349, -1.48704, -3.67409)  -0.520
F (7.27789, -1.25740, -4.28702)  0.183
F (5.44938, -2.38364, -4.47166)  0.153
F (6.23829, -2.04650, -2.46293)  0.175
C (3.57398, 2.71126, -2.03596)  -0.201
C (3.26881, 3.18927, -3.49419)  -0.084
C (2.66973, 2.09755, -4.44965)  -0.223
O (1.41782, 2.64673, -4.95383)  -0.089
C (2.56727, 1.76025, -1.31979)  -0.182
C (1.05680, 1.61968, -1.67041)  -0.030
C (0.20611, 2.43752, -0.59047)  -0.747
O (-0.93261, 2.25833, -0.46340)  0.077
I (1.29902, 3.92093, 0.58114)  1.001
N (3.09778, 1.05233, -0.35873)  0.159
B (2.41773, -0.00202, 0.50990)  -0.472
C (1.32464, 0.28174, 1.62398)  0.024
O (2.83751, -1.33113, 0.32525)  0.143
H (5.99592, -0.20175, 2.49323)  0.092
H (4.77649, 1.25172, 2.50963)  0.095
H (6.38568, 0.16135, 0.10179)  0.116
H (4.39662, 2.42104, 0.36895)  0.163
H (5.59727, 3.09539, -1.43555)  0.173
H (3.51816, 3.66848, -1.44166)  0.123
H (2.56898, 4.06251, -3.43148)  0.139
H (4.20173, 3.59959, -3.96355)  0.132
H (2.41509, 1.13552, -3.94082)  0.104
H (3.29727, 1.91355, -5.35724)  0.129
H (0.93820, 1.89857, -5.35037)  0.099
H (0.72527, 0.55429, -1.73850)  0.143
H (0.79848, 2.09984, -2.65098)  0.131
H (1.49189, -0.44822, 2.46182)  0.093
H (1.39559, 1.29687, 2.09118)  0.039
H (0.31773, 0.11042, 1.16768)  0.078
H (3.66776, -1.38297, 0.84951)  0.120
C (-4.28340, -2.92596, -1.83227)  -0.096
O (-4.14868, -1.51746, -1.69663)  -0.198
C (-3.25587, -1.15547, -0.65350)  -0.188
C (-1.90289, -0.74026, -1.20478)  -0.212
O (-1.21917, -1.84223, -1.79419)  -0.192
C (-1.28540, -1.82823, -3.21194)  -0.101
H (-4.80813, -3.12690, -2.76616)  0.094
H (-3.31259, -3.42560, -1.86271)  0.084
H (-4.87712, -3.32533, -1.00386)  0.093
H (-3.15029, -1.96783, 0.07197)  0.132
H (-3.70040, -0.29827, -0.13651)  0.126
H (-1.27992, -0.38449, -0.37720)  0.094
H (-2.01007, 0.08052, -1.92205)  0.124
H (-0.63711, -1.03825, -3.61072)  0.074
H (-2.30702, -1.67798, -3.56838)  0.090
H (-0.92731, -2.79006, -3.57805)  0.095
C (0.87605, -1.92359, 8.01918)  -0.108
O (-0.33764, -2.34694, 7.41739)  -0.186
C (-0.66522, -1.59355, 6.25816)  -0.204
C (-0.33829, -2.36143, 4.98833)  -0.202
O (1.06955, -2.52883, 4.83339)  -0.211
C (1.49804, -3.83677, 5.18636)  -0.107
H (1.16249, -2.66762, 8.76218)  0.092
H (1.68206, -1.83309, 7.28710)  0.081
H (0.72746, -0.96337, 8.52408)  0.090
H (-0.16205, -0.62127, 6.26765)  0.124
H (-1.74471, -1.41425, 6.28959)  0.127
H (-0.68880, -1.78400, 4.12635)  0.116
H (-0.85037, -3.32834, 4.97464)  0.128
H (1.19006, -4.55185, 4.41712)  0.089
H (1.09919, -4.14554, 6.15528)  0.088
H (2.58673, -3.83370, 5.24350)  0.088
C (-7.18494, -0.20414, -1.47514)  -0.115
O (-8.34449, 0.55999, -1.18590)  -0.188
C (-8.75456, 0.43257, 0.17036)  -0.200
C (-8.34400, 1.64482, 0.98845)  -0.198
O (-6.92746, 1.72367, 1.12302)  -0.195
C (-6.35336, 2.68755, 0.25626)  -0.114
H (-6.81306, 0.09981, -2.45362)  0.091
H (-6.39687, -0.04045, -0.73725)  0.070
H (-7.43936, -1.26904, -1.51237)  0.090
H (-8.36204, -0.48813, 0.61320)  0.126
H (-9.84713, 0.36578, 0.16812)  0.126
H (-8.75587, 1.54529, 1.99713)  0.125
H (-8.74609, 2.56380, 0.55044)  0.127
H (-6.57952, 3.69673, 0.61570)  0.089
H (-6.71200, 2.57458, -0.77012)  0.085
H (-5.27126, 2.54929, 0.26379)  0.080

Atomic forces in eV per Å
C -0.95 0.45 -0.28
C 0.46 -1.10 0.05
C 2.15 1.91 2.70
C -2.15 -0.35 0.64
S 4.58 2.23 -1.64
O -2.29 -0.83 1.08
O -2.24 -0.45 0.45
C -0.02 -1.27 -0.80
F -0.33 -0.11 1.55
F 0.84 0.54 -0.53
C -0.16 -1.01 -1.04
F -0.92 0.11 1.14
F 0.25 0.84 0.91
F 0.16 0.74 -0.81
C -0.22 0.40 -0.02
C 0.16 -0.35 -0.40
C -0.70 0.65 -0.69
O 0.18 -0.79 0.53
C -0.79 -0.51 -0.78
C 0.71 1.06 0.50
C 1.48 -0.85 -1.06
O -1.18 0.11 0.35
I -0.27 0.06 -0.14
N 0.66 1.20 -2.60
B -0.41 -2.22 1.16
C 0.59 0.46 0.11
O 0.48 2.20 0.48
H 0.07 0.94 -0.46
H 0.36 -0.87 -0.46
H -1.20 0.19 -0.04
H 0.09 -0.69 -0.45
H 0.09 -1.26 -0.06
H -0.09 -0.93 -0.22
H 0.35 -0.95 -0.15
H -0.68 -0.44 0.68
H 0.63 0.60 -0.24
H -0.13 -0.01 1.09
H 0.14 0.53 -0.06
H 0.19 0.75 0.40
H 0.44 -0.25 0.75
H -0.33 0.35 -0.93
H -0.35 -0.73 -0.63
H 0.54 0.15 0.58
H -0.24 -0.58 -0.55
C -0.17 0.01 -0.05
O 0.32 -0.19 0.05
C -0.28 0.43 -0.23
C 0.07 -0.44 0.21
O -0.01 0.23 -0.19
C 0.01 -0.15 0.06
H -0.02 0.10 0.05
H 0.01 0.01 0.04
H 0.06 -0.08 -0.01
H 0.09 -0.01 -0.05
H 0.05 -0.01 0.05
H -0.06 0.03 0.06
H -0.10 -0.04 0.00
H -0.05 0.05 -0.12
H 0.03 0.06 0.02
H 0.04 0.04 0.09
C -0.10 -0.05 0.13
O 0.27 0.15 -0.19
C -0.34 -0.42 0.11
C 0.26 0.42 -0.04
O -0.13 -0.14 0.08
C 0.11 0.00 -0.07
H -0.10 0.01 -0.03
H -0.01 0.02 -0.02
H 0.10 0.02 -0.01
H 0.06 -0.04 -0.04
H 0.02 0.04 -0.05
H -0.07 0.00 0.01
H 0.03 0.03 0.08
H -0.02 -0.08 0.07
H -0.03 0.02 -0.04
H -0.04 0.07 -0.05
C -0.10 0.04 -0.12
O 0.24 -0.09 0.19
C -0.28 0.37 -0.26
C 0.16 -0.36 0.27
O -0.04 0.12 -0.26
C 0.02 -0.04 0.10
H -0.08 0.00 0.02
H -0.01 -0.04 0.02
H 0.12 -0.04 0.03
H 0.06 0.06 0.02
H 0.01 -0.01 0.06
H -0.04 0.01 -0.01
H 0.03 -0.06 -0.07
H 0.01 0.05 -0.10
H -0.03 0.01 0.02
H -0.03 -0.03 0.08

The value obtained for the energy is -83886.9893 eV. The HOMO energy comes out at -10.54 eV. The value obtained for the orbital gap is 5.814 eV. The net charge is +1.